[1]
17
Properties=species:S:1:pos:R:3:nbo_charge:R:1 method="wB97M-V/def2-TZVPD" largest_force_ha_per_bohr=0.12235 total_charge=+1 gap_ev="5.48 / 6.67" multiplicity=7 e_homo_ev="-11.66 / -12.68"
C -0.4136 -0.5592 0.4843 -0.113
Ti -0.7560 -3.2377 -2.8029 0.967
F -2.7932 0.6045 -3.6499 -0.791
H 0.0350 -1.5243 0.7197 0.175
H 2.3225 -0.0332 1.7242 0.243
C -1.0801 0.7869 2.1996 0.948
C 0.5163 0.6242 0.6329 0.060
C 2.0290 0.3074 0.7312 -0.637
H -1.0374 -0.7880 -0.3798 0.205
O -1.3578 -0.3648 1.4831 -0.484
V -0.6843 0.7737 -4.0924 1.698
O 0.1117 1.2766 1.8938 -0.461
F -0.5737 -0.8801 -2.7285 -0.870
H 2.7226 1.1315 0.5645 0.234
O -1.7081 1.0440 3.2490 -0.562
H 0.4230 1.3953 -0.1318 0.179
H 2.2442 -0.5569 0.1030 0.208

---

[2]
224
Properties=species:S:1:pos:R:3:lowdin_charge:R:1 method="wB97M-V/def2-TZVPD" largest_force_ha_per_bohr=0.08327 gap_ev=10.48 multiplicity=1 e_above_lowest_kcal_mol=51.0 e_homo_ev=-9.94
H 19.4001 15.7675 16.8493 0.109
H 9.7387 14.3879 11.4475 0.079
O 23.6710 16.4204 18.7593 -0.018
H 19.5745 12.7034 9.4140 0.058
C 20.8289 18.6944 11.8409 -0.522
C 20.2015 10.5166 14.3410 -0.174
H 24.0072 15.2538 16.1477 0.090
H 13.0880 14.5748 20.4510 0.115
H 13.1980 12.9012 13.6918 0.098
H 19.4273 21.6094 14.6448 0.103
C 19.5769 14.5194 13.4026 -0.138
H 18.1234 20.7834 15.5437 0.057
H 10.9133 16.1321 19.1169 0.091
H 19.0087 14.0191 14.1616 0.095
H 19.7236 10.7918 17.0969 0.105
H 19.8678 22.6824 17.3383 0.102
O 13.9957 12.1039 16.3695 0.065
H 13.3385 21.5466 16.0384 0.094
H 16.0638 14.5198 10.3825 0.101
H 9.7125 17.4364 15.0424 0.085
H 12.0889 16.1757 23.9881 0.145
H 9.6176 15.2890 9.8721 0.096
H 22.3890 10.9066 14.2039 0.083
H 20.1694 24.5817 19.7402 0.092
O 16.6126 15.9652 21.1440 0.065
O 17.7399 9.7565 13.6432 0.116
H 17.7184 13.8775 21.5770 0.093
C 12.9604 12.4300 15.8095 -0.491
H 17.7752 17.9903 16.0293 0.068
C 19.7121 12.2604 10.3561 0.034
H 17.4331 22.9451 14.4746 0.103
H 14.5414 13.7321 10.7247 0.063
C 20.2532 14.7712 18.6258 -0.028
H 15.8963 10.4448 19.0057 0.052
C 15.8663 16.9413 15.3357 -0.141
H 18.4559 20.7538 8.6949 0.078
H 20.1902 9.8174 13.5054 0.123
H 17.6070 22.1253 12.9383 0.109
C 11.6006 11.3645 17.4466 -0.230
H 14.8367 20.2392 11.3511 0.081
H 8.4833 14.4759 21.1181 0.078
H 17.8922 11.5438 19.4538 0.054
C 18.4290 21.1049 14.5521 -0.069
H 19.6950 11.2551 19.4823 0.070
O 20.3934 17.1350 18.0654 -0.014
C 15.4740 21.6574 15.2763 -0.500
C 16.2846 8.5486 16.5148 0.053
H 15.3531 19.1330 18.8078 0.081
C 10.0693 15.2616 22.3067 -0.511
C 14.0338 21.0757 15.3227 0.037
O 17.3599 14.8403 16.0680 0.074
H 13.3163 18.3616 23.4679 0.111
H 13.5647 17.0683 22.2195 0.040
H 16.2859 16.3367 14.5331 0.114
H 11.3430 18.2375 15.3310 0.054
C 21.2615 19.1236 13.2198 0.013
H 22.7140 16.9139 21.5266 0.085
O 21.2680 17.8641 11.0991 0.111
H 9.7122 15.0424 20.1452 0.048
O 11.0081 17.2905 10.7403 0.135
H 12.1541 11.8999 18.2356 0.102
C 17.7719 16.3491 21.2506 -0.507
H 14.5179 11.1701 18.2353 0.044
H 15.3890 22.8577 18.4853 0.079
C 10.7093 16.3443 11.3454 -0.616
H 16.3428 7.6361 17.0759 0.072
H 20.4768 19.1934 13.9983 0.057
C 16.0632 14.3347 18.0193 0.053
H 18.7025 12.1786 17.1703 0.098
C 16.7154 18.1479 15.7631 -0.039
C 11.6497 16.8378 23.1410 -0.256
H 14.4709 19.2949 9.9035 0.081
H 14.7247 18.1852 20.1554 0.066
H 11.0254 14.7961 17.1079 0.091
O 16.0338 22.1021 16.2477 0.095
H 11.2383 14.5514 10.4233 0.114
H 21.5508 24.0642 18.6537 0.066
H 9.4820 10.9384 17.1792 0.086
C 9.5489 14.5147 21.0716 0.034
H 22.0951 18.5931 13.6253 0.069
C 16.4043 15.0837 16.7637 -0.502
H 21.5493 15.5709 13.2848 0.053
H 15.4467 9.1524 16.8842 0.062
C 18.1260 17.7983 21.1226 0.042
C 24.7383 16.5384 17.8037 -0.222
C 17.7249 9.2016 16.7066 -0.532
C 18.4923 14.3054 22.2069 -0.248
O 12.8100 16.9368 18.9678 -0.034
H 20.4080 25.0810 17.9726 0.085
H 16.9003 12.7010 14.9840 0.095
H 11.1334 16.5171 15.2240 0.045
H 9.9370 13.5102 20.9850 0.085
H 15.8653 11.3134 14.4873 0.078
H 13.9703 14.5747 22.8515 0.078
C 12.8147 17.7220 22.6344 -0.076
H 19.4226 13.6511 22.0472 0.150
C 15.0458 19.3146 10.8162 -0.048
H 10.1537 10.6968 18.7615 0.078
C 11.9393 15.2632 17.4234 -0.066
H 17.1532 14.7899 23.8351 0.082
H 16.7336 13.4594 18.0917 0.095
H 21.2447 15.5706 16.8816 0.130
H 16.0984 8.3524 15.4718 0.072
H 25.4578 15.7976 18.0978 0.120
H 14.1265 10.0416 19.5079 0.117
H 16.0890 19.2557 10.4884 0.062
C 20.3611 18.1048 17.1552 -0.512
H 16.3529 18.6526 16.6349 0.055
O 9.6336 15.0191 23.3940 0.116
H 12.5387 15.6201 16.5994 0.069
C 19.1461 19.3281 10.2485 -0.168
O 18.7858 15.6228 21.7616 -0.024
O 13.1410 18.4225 17.2733 0.079
O 11.7113 12.0211 16.1611 -0.012
C 14.8190 18.2104 19.0681 0.029
O 19.7539 19.4776 11.5727 -0.038
O 15.5524 16.1419 16.5717 -0.034
H 21.7194 18.2343 20.8142 0.106
O 16.0456 21.5386 14.0642 -0.004
H 18.5474 20.1454 14.0139 0.065
H 19.0415 15.2817 12.8693 0.113
C 14.5416 15.7675 11.2691 -0.562
C 18.8942 20.7632 9.6996 -0.049
H 19.0347 17.9418 20.5053 0.076
O 23.6657 18.6672 19.2730 0.065
C 20.8650 15.2051 13.9958 -0.033
H 14.1337 20.0049 15.5419 0.060
O 15.8363 12.1678 20.9408 0.083
H 12.0262 13.9455 14.4592 0.070
H 15.5839 22.9021 20.2827 0.097
H 17.3450 18.3895 20.7085 0.062
O 17.7382 21.5976 19.6955 0.090
H 10.4293 18.4370 12.8775 0.139
O 14.9628 16.9143 10.7758 0.015
H 21.7195 20.1050 13.0744 0.094
C 20.5357 19.4261 17.8442 0.046
H 17.9720 13.1672 23.8737 0.068
H 14.8771 14.2726 20.7054 0.094
H 12.5986 14.5617 17.9416 0.080
H 18.3326 18.7034 10.3074 0.076
C 19.6729 23.0148 18.3457 -0.197
O 13.9198 15.6271 12.3162 0.072
H 9.9070 12.3897 18.2683 0.066
O 11.0996 16.1240 22.0557 -0.037
O 17.6657 10.5034 16.9204 -0.026
O 18.0570 13.6145 11.3827 0.060
H 14.9418 17.3556 14.9361 0.101
H 16.6102 12.2627 13.2656 0.080
C 10.9880 17.5571 13.2645 -0.218
C 18.7910 11.1600 17.5084 -0.199
C 13.8490 13.8686 20.8602 -0.207
H 21.5266 16.5032 20.4354 0.044
C 17.4311 22.6130 19.1582 -0.552
O 20.0445 13.5745 12.4093 -0.029
H 20.2439 9.8803 15.2670 0.114
H 13.5629 18.1638 11.7282 0.107
H 19.8955 19.4679 18.7101 0.076
C 16.7727 11.8538 14.2474 0.035
O 20.2275 17.9375 15.9463 0.055
H 15.4842 17.3409 18.7724 0.087
H 19.8419 18.8331 9.5798 0.111
O 18.2696 23.4187 18.4660 -0.019
C 20.4885 24.2594 18.7253 -0.072
C 11.5922 16.3804 18.3033 -0.176
H 18.3894 18.1706 22.1347 0.113
H 11.1841 17.2339 17.8053 0.103
H 20.1065 13.8278 18.0979 0.067
H 25.1564 17.5365 17.8836 0.117
H 14.5798 14.8163 9.4095 0.095
O 18.7250 8.5424 16.7172 0.109
C 20.3083 15.8289 17.4936 -0.198
H 25.1522 16.5349 15.8088 0.080
H 12.0501 17.6025 13.1208 0.089
O 10.5457 16.3729 12.6681 -0.005
C 18.0563 14.2011 23.6360 -0.066
C 14.6594 18.0981 11.6143 -0.173
H 13.4884 21.0837 14.3932 0.067
H 20.7569 11.9185 10.4852 0.089
H 19.3621 14.9136 19.2583 0.071
H 21.4973 14.5347 14.6451 0.077
C 12.9360 13.4064 14.6386 0.026
H 13.9420 12.7806 22.8392 0.092
C 10.7931 17.4725 14.8193 -0.036
C 10.2513 15.0455 10.7480 0.028
C 17.8575 10.8564 14.0911 -0.598
H 11.9784 10.3137 17.3779 0.138
C 14.9374 14.6464 10.4212 0.022
H 23.5216 17.0036 16.0549 0.078
H 12.4432 13.7534 22.5631 0.064
C 22.2734 17.2733 20.5986 0.018
C 24.2771 16.3010 16.4103 -0.072
O 19.0286 11.3769 14.4010 -0.019
H 16.7315 18.9509 14.9821 0.073
C 10.1598 11.3879 17.9209 -0.065
H 16.0637 24.2273 19.2993 0.060
H 21.5894 19.5203 18.1018 0.084
H 13.7589 14.1058 14.8271 0.080
H 14.9884 14.1017 17.9769 0.086
H 16.3299 14.9500 18.8743 0.070
H 18.8553 14.5790 24.3436 0.097
C 21.4285 11.4320 14.2900 -0.058
H 21.3115 12.1375 13.4728 0.054
H 15.1350 17.9431 12.5825 0.110
C 18.7541 11.0198 19.0454 -0.024
H 19.9090 22.2607 19.1140 0.112
C 19.2093 13.2269 11.4503 -0.519
C 14.9041 11.8823 20.2222 -0.485
H 18.2386 21.3256 10.3411 0.054
H 12.5031 18.3911 21.7876 0.083
H 19.8191 21.2774 9.5043 0.068
C 14.9025 10.7838 19.1752 0.026
H 20.2820 20.2937 17.2034 0.080
C 13.5098 17.9068 18.3017 -0.487
C 13.5248 13.6927 22.3447 -0.053
H 18.5827 9.9837 19.2208 0.071
H 19.0160 11.4002 10.3094 0.097
H 20.5167 16.0562 14.5694 0.042
H 21.1455 14.8468 19.2313 0.062
H 21.6271 11.9823 15.2010 0.062
C 17.3761 22.0292 13.9740 -0.207
O 13.7279 12.6272 20.0940 -0.057
C 23.2809 17.5227 19.4680 -0.481
H 10.8763 17.4545 23.6563 0.127
C 16.0460 23.1766 19.3160 0.016

---

[3]
19
Properties=species:S:1:pos:R:3:nbo_charge:R:1 method="wB97M-V/def2-TZVPD" largest_force_ha_per_bohr=0.27966 gap_ev=10.54 multiplicity=1 e_above_lowest_kcal_mol=156.6 e_homo_ev=-9.93
O -2.6511 -1.7029 0.4971 -0.573
C 0.8747 -0.0276 0.4050 0.039
H -0.9316 1.4868 -1.4646 0.186
H -0.0936 -2.0971 -0.1109 0.238
H 0.8130 -1.0077 -1.3411 0.173
C -2.1881 -0.6109 -0.0196 0.691
H -2.2795 1.5813 1.3115 0.257
C 0.2036 -1.0407 -0.6803 -0.198
N -1.1070 -0.4806 -0.9316 -0.438
H 2.7716 -1.3253 0.5970 0.452
H -3.2409 1.1680 -0.1332 0.237
O 3.0260 -0.9104 -0.1687 -0.707
H 2.4217 1.2483 -0.7767 0.223
C -1.1020 1.0331 -0.6167 0.239
C 2.3449 0.3086 0.1912 -0.107
H 0.4875 -0.2984 1.5890 0.183
O 0.1853 1.2201 0.1608 -0.563
H 2.7932 0.5086 1.3307 0.189
C -2.3274 0.9468 0.1611 -0.521

---

[4]
41
Properties=species:S:1:pos:R:3:nbo_charge:R:1 method="wB97M-V/def2-TZVPD" largest_force_ha_per_bohr=0.01656 total_charge=+1 gap_ev=8.98 multiplicity=1 smiles="CC(C)NC(=O)C[NH+]1CCN(c2ncccn2)CC1" e_homo_ev=-11.39
H -4.1784 0.8800 -0.3360 0.406
H 0.2515 2.9726 -1.6057 0.221
C 3.1630 -2.1678 1.0661 0.118
H -5.9450 -0.3596 1.0855 0.207
H 0.3381 3.2692 0.9537 0.219
H -1.9473 2.0080 -1.3451 0.248
C 0.5487 1.9719 -1.2845 -0.228
H -5.6502 -2.0660 1.4089 0.233
O -1.4296 -0.6149 0.1086 -0.628
H 2.6492 1.5694 -1.7083 0.281
C -4.2520 -1.1949 0.0313 -0.057
H -5.4993 -2.5096 -1.1206 0.233
N 2.6699 -0.9481 1.1981 -0.514
C 2.0430 1.9542 -0.8882 -0.245
H 4.0708 -3.6305 -0.2367 0.239
H -4.3574 -1.5878 -2.0944 0.220
C 3.6577 -2.6422 -0.1403 -0.344
H 3.9061 -2.0533 -2.2097 0.208
C -2.2684 0.2505 -0.0983 0.668
H 1.4809 0.6728 2.1051 0.267
H 2.3845 2.9610 -0.6311 0.207
C 3.5745 -1.7737 -1.2188 0.115
H -0.4643 2.0240 1.9338 0.236
C 0.2407 2.1937 1.1197 -0.233
N 3.0771 -0.5532 -1.1092 -0.520
C -5.0232 -1.5410 -1.2363 -0.613
H -3.4639 -1.9318 0.2072 0.233
C -5.1701 -1.1066 1.2442 -0.613
N -3.5753 0.0902 -0.1530 -0.567
N -0.2729 1.5733 -0.1183 -0.397
C 1.5971 1.5470 1.4604 -0.240
H -5.7969 -0.8009 -1.4290 0.207
H -2.1724 2.3951 0.3735 0.245
H -0.1903 0.5064 0.0168 0.489
C -1.7230 1.6895 -0.3257 -0.313
H 3.1534 -2.7731 1.9622 0.208
N 2.2277 1.0976 0.2459 -0.423
H -4.6078 -0.8480 2.1379 0.219
H 0.3581 1.2630 -2.0914 0.234
C 2.6722 -0.1863 0.1060 0.558
H 2.2306 2.2766 1.9776 0.218

---

[5]
13
Properties=species:S:1:pos:R:3:nbo_charge:R:1 method="wB97M-V/def2-TZVPD" largest_force_ha_per_bohr=0.04467 gap_ev=8.84 multiplicity=1 smiles="S=C1NC=CCN1" e_above_lowest_kcal_mol=15.3 e_homo_ev=-8.17
H -0.9068 0.9927 -1.7649 0.417
H 1.0733 -1.3855 1.8043 0.217
H 1.8837 0.9047 1.3378 0.222
H -0.3327 2.1094 0.5563 0.198
N -0.6758 0.5441 -0.8883 -0.590
C 0.2102 1.3869 -0.0753 -0.238
N -0.2101 -1.4644 0.1306 -0.607
C 0.6356 -0.8034 0.9812 -0.008
C -0.9668 -0.7465 -0.7658 0.293
C 1.0270 0.4523 0.7833 -0.281
S -2.1807 -1.4941 -1.6250 -0.257
H 0.9095 1.9531 -0.7172 0.201
H -0.4665 -2.4493 0.2430 0.434

---

[6]
45
Properties=species:S:1:pos:R:3:nbo_charge:R:1 method="wB97M-V/def2-TZVPD" largest_force_ha_per_bohr=0.14551 gap_ev=6.86 multiplicity=1 smiles=CN(Cc1nsc2cc(Nc3nnc4[nH]cccc3-4)cnc12)C1CC(F)(F)C1 e_above_lowest_kcal_mol=68.8 e_homo_ev=-7.51
C -2.6668 0.2925 2.2745 -0.239
H -1.6931 -0.0308 2.7261 0.225
C 1.4142 1.7376 -0.6775 0.156
C 5.4938 2.7728 -2.5883 -0.078
H -5.5791 -1.0253 1.7414 0.195
C 7.1409 1.2779 -3.7894 0.038
N -2.9655 -0.1253 -0.2984 -0.566
C -4.2302 -4.0468 2.2931 0.694
H -4.3319 -3.3127 4.3486 0.228
F -3.4648 -5.0228 2.7153 -0.322
C -3.4272 -3.0490 1.4681 -0.499
C -0.9604 0.8829 0.3986 0.077
H -5.7411 0.0930 3.0051 0.176
H 5.2263 3.8082 -2.3517 0.220
H 7.6314 3.2960 -3.4164 0.241
N 0.0576 1.3285 1.2182 -0.389
N 6.3060 0.1356 -3.5800 -0.483
H -2.5221 -1.9941 3.2575 0.202
N 2.5579 2.1906 -1.2962 -0.618
C 5.1741 0.4244 -2.8921 0.320
F -5.2201 -4.4273 1.4734 -0.336
H -5.5321 -2.4927 3.1696 0.231
H 1.9855 1.9021 1.3818 0.194
N -3.7659 -0.6016 2.4144 -0.474
C -4.4955 -2.9447 3.3505 -0.481
C -5.1384 -0.1343 2.1393 -0.407
C 4.6381 1.6933 -2.4488 -0.181
N 3.1510 0.0234 -2.2623 -0.289
H 6.5640 -0.7420 -3.8723 0.429
C -3.4298 -2.0509 2.6985 -0.003
S -2.2414 0.4156 -1.7658 0.567
H -2.8286 1.2328 2.6953 0.220
H -5.3004 0.6940 1.3738 0.213
C -2.2579 0.2710 0.7777 0.223
C 6.7982 2.5574 -3.3150 -0.338
C 1.1752 1.8251 0.7345 -0.003
H -2.3920 -3.0874 1.0715 0.226
C 3.3694 1.3111 -1.9169 0.295
H 8.2230 1.1047 -4.0870 0.224
H 0.5372 1.4663 -2.6085 0.237
H -3.9753 -2.7080 0.6855 0.228
C -0.8798 1.0953 -0.9752 -0.245
N 4.2711 -0.5516 -2.8495 -0.334
H 3.0270 3.0391 -0.8593 0.401
C 0.2975 1.4758 -1.5618 -0.176